# C26H55Cl4NO16

8 unconnected molecules or ions with the total composition C26H55Cl4NO16 at a distorted geometry (ωB97M-V with the def2-TZVPD basis set, the OMol25 dataset).

Computed properties:
Spin multiplicity: 1
Relative energy (zero: lowest compared OMol25 entry of this formula, charge and spin), kcal/mol: 72.5
Molecular weight, g/mol: 779.53
DFT total energy, Ha: -4122.8695
Gap between HOMO and LUMO, eV: 9.83
SMILES: COC[C@H](C)N.CCOC(=O)OC.CCOC(=O)OC.CCOC(=O)OC.CCOC(=O)OC.CCOC(=O)OC.ClCCl.ClCCl
Total charge: 0

Positions of all 102 atoms, in Å:
C 5.623 -1.130 -3.044
O 5.155 -1.348 -1.751
C 5.155 -0.237 -0.861
C 4.835 -0.783 0.545
C 3.583 -1.552 0.552
N 4.868 0.338 1.496
H 5.303 -0.250 -3.602
H 5.543 -1.977 -3.727
H 6.703 -0.988 -2.997
H 6.103 0.300 -0.847
H 4.416 0.459 -1.261
H 5.539 -1.531 0.910
H 2.775 -0.940 0.153
H 3.359 -1.819 1.585
H 3.635 -2.436 -0.085
H 5.851 0.517 1.643
H 4.717 1.204 0.997
C -8.305 -4.825 -4.356
C -8.347 -3.459 -3.672
O -9.744 -2.997 -3.830
C -10.000 -2.137 -4.844
O -9.245 -1.795 -5.780
O -11.323 -1.731 -4.874
C -11.726 -0.733 -5.790
H -8.692 -4.831 -5.374
H -8.775 -5.710 -3.927
H -7.251 -5.090 -4.267
H -7.610 -2.771 -4.086
H -8.171 -3.692 -2.622
H -12.805 -0.840 -5.897
H -11.225 -0.870 -6.749
H -11.476 0.240 -5.366
C -1.393 -5.184 7.106
C -1.787 -3.885 7.776
O -2.742 -3.981 8.797
C -2.524 -3.735 10.043
O -1.458 -3.362 10.624
O -3.784 -3.799 10.636
C -3.921 -3.552 12.045
H -2.300 -5.780 7.003
H -0.628 -5.789 7.593
H -1.069 -4.896 6.106
H -1.995 -3.125 7.024
H -0.939 -3.486 8.332
H -3.729 -4.485 12.575
H -4.955 -3.348 12.324
H -3.322 -2.669 12.271
C 8.973 6.198 -5.600
C 7.794 7.229 -5.812
O 6.618 7.027 -5.087
C 5.574 6.287 -5.436
O 5.605 5.658 -6.438
O 4.730 6.109 -4.387
C 3.353 5.642 -4.642
H 8.553 5.218 -5.373
H 9.637 6.601 -4.836
H 9.648 6.082 -6.447
H 7.474 7.224 -6.854
H 8.083 8.221 -5.465
H 2.664 6.416 -4.304
H 3.184 4.732 -4.066
H 3.209 5.410 -5.697
C 7.571 9.271 2.414
C 6.912 8.108 1.630
O 5.508 8.298 1.772
C 4.680 7.218 1.774
O 5.052 6.054 1.495
O 3.428 7.481 2.294
C 2.438 6.486 2.335
H 8.642 9.304 2.612
H 7.071 9.352 3.379
H 7.256 10.136 1.830
H 7.238 7.112 1.929
H 7.247 8.277 0.607
H 2.190 6.113 1.341
H 1.403 6.804 2.453
H 2.568 5.663 3.037
C -0.959 -3.283 -4.229
C -0.001 -4.293 -3.610
O -0.524 -5.578 -3.285
C -1.296 -5.775 -2.188
O -1.719 -4.981 -1.359
O -1.441 -7.130 -2.065
C -2.338 -7.751 -1.170
H -1.944 -3.180 -3.773
H -1.156 -3.591 -5.256
H -0.606 -2.257 -4.331
H 0.320 -3.855 -2.666
H 0.826 -4.560 -4.269
H -2.626 -8.763 -1.455
H -3.183 -7.085 -0.994
H -1.920 -7.591 -0.176
Cl -9.040 -4.130 6.299
C -7.431 -3.534 5.817
Cl -7.430 -3.502 3.987
H -7.155 -2.538 6.163
H -6.691 -4.295 6.066
Cl -3.051 1.378 -0.319
C -3.985 0.369 0.694
Cl -5.175 1.274 1.638
H -4.399 -0.458 0.119
H -3.300 -0.134 1.376